--- P ---
DFT (ωB97M-V/def2-TZVPD) results for a cluster of 2 separate species, C3H5I in total.

The geometry in XYZ format:
```
9
Properties=species:S:1:pos:R:3:lowdin_charge:R:1
C -0.422 -0.086 -0.064 -0.162
C 1.703 0.095 -0.311 -0.057
C -1.512 -0.199 0.685 -0.816
I -3.363 0.014 -0.094 0.813
H 2.160 -0.820 0.022 -0.005
H -0.606 -0.090 -1.209 0.093
H 1.944 0.441 -1.361 0.023
H 1.747 0.946 0.508 0.065
H -1.651 -0.301 1.824 0.047
```

* ⟨S²⟩: 2.02
* 2S+1: 3
* Kohn-Sham gap (spin up / spin down): 7.151 / 6.450 eV
* molar mass: 168.0 Da



--- Q ---
DFT (ωB97M-V/def2-TZVPD) results for a structure of composition C3H5I.

The geometry in XYZ format:
```
9
Properties=species:S:1:pos:R:3:lowdin_charge:R:1
C -0.023 -1.404 -0.107 -0.124
C -0.414 -0.157 -0.076 -0.805
C 0.522 1.103 0.039 -0.130
I -2.536 0.024 -0.001 0.796
H -0.667 -2.261 -0.082 0.033
H 0.988 -1.558 0.108 0.041
H 1.514 0.891 -0.382 0.073
H 0.113 1.861 -0.587 0.034
H 0.504 1.502 1.087 0.083
```

* ⟨S²⟩: 2.01
* 2S+1: 3
* Kohn-Sham gap (spin up / spin down): 5.561 / 6.664 eV
* molar mass: 168.0 Da



Q (0.0751 hartree below the next structure)



--- P ---
DFT (ωB97M-V/def2-TZVPD) results for a cluster of 18 separate species, H37O18 in total.

The geometry in XYZ format:
```
55
Properties=species:S:1:pos:R:3:lowdin_charge:R:1
O -0.962 -2.773 -1.208 0.016
H 5.801 -0.337 -1.581 0.078
H -1.403 -2.795 -2.308 0.126
O 0.968 -1.399 2.241 -0.037
H -0.111 4.742 2.597 0.052
O -0.771 3.595 -0.857 -0.056
H -1.406 3.029 -1.267 0.004
H -1.716 -1.849 4.329 0.076
O -3.184 0.415 4.433 -0.065
H 1.581 -2.083 2.461 0.067
H -3.643 0.072 5.251 0.085
O 2.520 4.382 2.821 -0.022
H 1.761 3.830 2.737 -0.052
H -0.812 -2.888 -4.305 0.065
O -0.072 3.915 3.051 -0.043
H -0.564 3.153 2.684 0.061
H -1.413 -0.075 0.538 0.146
O 1.383 1.228 0.632 -0.069
H 1.840 -4.564 -2.798 0.084
H 1.032 1.221 5.031 0.028
O 2.909 -0.838 -0.052 -0.088
H 3.790 -0.721 -0.491 0.015
H 2.323 -0.369 -0.653 0.007
O -2.395 2.236 -4.247 -0.066
H -2.111 3.150 -4.189 0.034
H -0.320 -2.065 3.593 0.018
O -0.692 -0.617 -0.079 -0.104
H 0.551 0.712 0.670 0.002
H -3.088 1.334 4.691 0.042
O -2.205 -0.203 2.095 -0.079
H -1.501 -0.014 2.752 0.048
H -2.319 -1.049 2.540 0.021
O 0.078 -1.167 -3.560 -0.090
H 0.460 -0.259 -3.754 0.099
H 0.035 -2.719 -1.408 0.113
O 4.912 0.018 -1.757 -0.031
H -2.912 2.257 -5.070 0.046
H 4.848 -0.208 -2.672 0.039
O -1.521 -2.947 -3.668 -0.030
H -0.234 -1.175 0.657 0.090
H -2.090 -2.108 -3.872 0.075
O -3.565 -1.261 -3.780 -0.032
H 0.790 -1.763 -3.922 0.052
H -3.929 -0.483 -3.302 0.091
O -1.261 -2.222 3.532 -0.061
H -3.460 -0.865 -4.651 0.063
H 3.095 4.217 2.111 0.012
O 1.515 0.947 4.282 -0.005
H -0.145 2.834 -0.655 0.041
H 1.951 1.518 3.693 0.000
O 1.675 -3.635 -3.042 -0.024
H 1.490 -0.601 2.104 0.028
H 2.338 -3.061 -2.733 0.015
H 1.137 2.121 1.010 0.061
H -0.977 -1.813 -0.655 0.052
```

* 2S+1: 1
* total charge: +1
* Kohn-Sham gap: 10.496 eV
* molar mass: 325.3 Da



--- Q ---
DFT (ωB97M-V/def2-TZVPD) results for a cluster of 18 separate species, H37O18 in total.

The geometry in XYZ format:
```
55
Properties=species:S:1:pos:R:3:lowdin_charge:R:1
O 1.789 -0.006 -2.595 -0.075
H 2.316 -0.609 -3.161 0.048
H 0.987 -0.535 -2.393 0.038
O -1.967 -1.575 1.548 -0.013
H -1.112 -1.167 1.836 0.024
O 4.005 -2.344 -0.805 -0.050
H 3.501 -1.532 -0.603 0.015
H 3.446 -3.038 -0.411 0.028
O 1.775 -3.827 -0.070 -0.063
H 1.458 -4.475 -0.723 0.036
H 2.064 -4.367 0.686 0.082
O 2.944 2.496 0.859 -0.053
H 2.119 2.490 1.371 0.015
H 2.614 2.791 0.002 0.012
O 1.058 2.550 -1.505 -0.053
H 1.126 3.431 -1.895 0.074
H 1.541 1.996 -2.157 0.048
O -0.086 -1.731 -1.271 -0.038
H -0.079 -2.491 -1.873 0.048
H 0.431 -2.077 -0.523 0.025
O -1.235 1.544 -0.215 -0.071
H -0.564 1.516 -0.929 0.061
H -0.700 1.548 0.656 0.035
O -2.572 0.304 3.475 -0.035
H -2.297 0.446 4.384 0.064
H -3.489 0.587 3.395 0.057
O 2.314 -0.359 0.067 -0.072
H 2.762 0.492 0.256 0.066
H 2.155 -0.255 -0.903 0.025
O 1.112 -4.368 -2.521 -0.071
H 1.682 -3.604 -2.759 0.009
H 0.950 -4.820 -3.359 0.073
O 2.890 -2.379 -3.184 -0.084
H 3.584 -2.573 -3.827 0.087
H 3.431 -2.364 -2.334 0.029
O 0.186 1.861 1.870 -0.037
H 0.082 1.007 2.340 0.061
H -0.226 2.580 2.376 0.068
O -3.005 3.868 -0.093 -0.051
H -2.444 3.216 -0.548 0.042
H -2.991 4.684 -0.603 0.078
O -4.549 1.789 0.613 -0.047
H -4.390 2.689 0.287 0.019
H -5.449 1.826 0.953 0.066
O -2.802 -0.357 -0.415 0.100
H -1.921 0.220 -0.508 0.085
H -3.311 0.364 0.006 0.074
O 0.512 -0.935 1.923 -0.065
H 0.804 -1.611 2.553 0.095
H 1.298 -0.663 1.371 0.042
O -2.130 3.234 2.559 -0.054
H -2.229 4.190 2.461 0.064
H -2.377 2.873 1.703 -0.008
H -2.432 -1.054 0.340 0.076
H -2.580 -1.474 2.293 0.076
```

* 2S+1: 1
* total charge: +1
* Kohn-Sham gap: 11.374 eV
* molar mass: 325.3 Da



Q (0.1908 hartree below the next structure)



--- P ---
DFT (ωB97M-V/def2-TZVPD) results for the molecule CH4NOPS2.

The geometry in XYZ format:
```
10
Properties=species:S:1:pos:R:3:lowdin_charge:R:1
C 0.152 -1.398 -0.890 -1.154
N -0.010 -0.503 -1.893 0.056
O -0.055 -1.161 0.354 -0.363
P -0.889 0.604 0.962 0.577
S 0.628 -2.926 -1.262 0.619
S 0.753 1.594 1.682 0.302
H -0.769 0.109 -1.642 0.041
H -0.199 -1.070 -2.735 0.089
H -1.176 -0.155 2.136 -0.088
H 1.209 0.433 2.467 -0.077
```

* SMILES: NC(=S)OPS
* 2S+1: 1
* Kohn-Sham gap: 7.166 eV
* molar mass: 141.2 Da



--- Q ---
DFT (ωB97M-V/def2-TZVPD) results for the molecule CH4NOPS2.

The geometry in XYZ format:
```
10
Properties=species:S:1:pos:R:3:lowdin_charge:R:1
C 1.661 0.612 -0.131 -0.923
N 1.702 -0.675 -0.495 0.093
O 2.609 1.339 -0.081 0.014
P -1.461 -0.180 -0.439 0.165
S -0.003 1.184 0.404 0.534
S -3.300 0.671 0.042 0.292
H 2.613 -1.044 -0.725 0.118
H 0.896 -1.270 -0.564 0.041
H -1.443 -1.092 0.629 -0.139
H -3.273 0.454 1.360 -0.194
```

* SMILES: NC(=O)SPS
* 2S+1: 1
* Kohn-Sham gap: 9.598 eV
* molar mass: 141.2 Da



Q (0.0563 hartree below the next structure)



--- P ---
DFT (ωB97M-V/def2-TZVPD) results for the molecule CH3NO3.

The geometry in XYZ format:
```
8
Properties=species:S:1:pos:R:3:lowdin_charge:R:1
C -0.252 0.517 0.110 -0.200
N -0.204 -0.969 -0.033 -0.405
O -1.093 -1.623 0.445 0.096
O 0.730 -1.383 -0.681 0.081
O 0.984 1.044 0.362 -0.005
H -0.692 0.885 -0.834 0.138
H -1.068 0.810 0.952 0.189
H 1.595 0.719 -0.320 0.108
```

* SMILES: O=[N+]([O-])CO
* 2S+1: 1
* Kohn-Sham gap: 11.284 eV
* molar mass: 77.0 Da



--- Q ---
DFT (ωB97M-V/def2-TZVPD) results for a structure of composition CH3NO3.

The geometry in XYZ format:
```
8
Properties=species:S:1:pos:R:3:lowdin_charge:R:1
C 2.401 -0.548 1.014 -0.028
N -0.737 -0.164 -0.416 -0.002
O 3.133 -1.342 1.393 0.185
O 1.479 -1.049 -0.521 -0.179
O 0.563 -0.205 -1.023 -0.276
H 1.881 0.317 1.265 0.108
H -1.193 -1.151 -0.567 0.114
H -0.726 -0.106 0.640 0.077
```

* 2S+1: 1
* Kohn-Sham gap (spin up / spin down): 9.447 / 9.448 eV
* molar mass: 77.0 Da



P (0.1121 hartree below the next structure)



--- P ---
DFT (ωB97M-V/def2-TZVPD) results for a cluster of 2 separate species, C3H3Cl2FO in total.

The geometry in XYZ format:
```
10
Properties=species:S:1:pos:R:3:lowdin_charge:R:1
C -2.371 1.100 -1.133 -0.352
C 0.903 -0.478 0.510 -0.663
C -2.828 1.204 0.295 -0.481
O -2.809 0.235 -1.860 0.036
F 0.299 -1.252 1.328 -0.020
Cl -1.666 1.396 1.527 0.650
Cl 1.047 -1.047 -1.157 0.573
H -1.526 1.731 -1.402 0.106
H 1.711 0.101 0.990 0.075
H -3.788 0.812 0.716 0.076
```

* 2S+1: 1
* Kohn-Sham gap (spin up / spin down): 9.214 / 7.273 eV
* molar mass: 145.0 Da



--- Q ---
DFT (ωB97M-V/def2-TZVPD) results for a cluster of 2 separate species, C3H3Cl2FO in total.

The geometry in XYZ format:
```
10
Properties=species:S:1:pos:R:3:lowdin_charge:R:1
C -0.622 -0.373 -0.673 -0.456
C 2.775 -0.312 0.242 0.075
C -1.425 0.178 0.494 -1.044
O 0.537 -0.461 -0.699 0.027
F 2.440 0.688 1.020 -0.062
Cl -2.476 -1.177 1.041 0.606
Cl -2.090 1.627 -0.257 0.648
H -1.184 -0.775 -1.675 0.171
H 2.689 0.170 -0.689 -0.037
H -0.644 0.436 1.196 0.072
```

* 2S+1: 1
* Kohn-Sham gap: 9.629 eV
* molar mass: 145.0 Da



P (0.0240 hartree below the next structure)



--- P ---
DFT (ωB97M-V/def2-TZVPD) results for the molecule C2H5PS.

The geometry in XYZ format:
```
9
Properties=species:S:1:pos:R:3:lowdin_charge:R:1
C 1.992 0.174 -0.355 -0.409
C -0.702 0.330 0.319 -0.849
P -2.359 -0.144 -0.197 0.669
S 0.573 -0.705 -0.078 0.795
H 2.079 1.236 -0.426 -0.010
H 2.896 -0.359 0.062 0.010
H -0.391 1.341 0.046 0.003
H -3.202 0.823 0.437 -0.114
H -2.492 -1.339 0.627 -0.094
```

* 2S+1: 1
* Kohn-Sham gap (spin up / spin down): 7.427 / 7.335 eV
* molar mass: 92.1 Da



--- Q ---
DFT (ωB97M-V/def2-TZVPD) results for a cluster of 2 separate species, C2H5PS in total.

The geometry in XYZ format:
```
9
Properties=species:S:1:pos:R:3:lowdin_charge:R:1
C 1.389 -1.041 -0.621 -0.042
C 0.768 -1.394 0.345 -0.128
P -0.899 0.973 0.056 0.198
S -2.165 -0.390 -0.281 0.084
H 2.119 -0.363 -1.111 0.058
H 0.003 1.381 -0.894 -0.075
H 0.340 -2.005 1.064 0.021
H -1.452 2.226 0.218 -0.083
H -0.103 0.613 1.223 -0.033
```

* SMILES: [PH3]=S.C#C
* 2S+1: 1
* Kohn-Sham gap: 9.566 eV
* molar mass: 92.1 Da



Q (0.0066 hartree below the next structure)